[1]
The following is a DFT calculation (ωB97M-V/def2-TZVPD) of a 2-piece molecular cluster, C5H8O2 overall.

Geometry (Å):
C -2.1605 0.1137 -0.1536
C -1.1148 0.8912 0.0866
O -0.4292 0.8374 1.2697
C 0.9522 0.5765 1.0643
C 1.4443 -0.7054 0.4613
C 1.4797 0.3620 -0.2794
O 1.7614 0.9714 -1.4324
H -2.5034 -0.5792 0.6082
H -2.6686 0.1328 -1.1104
H -0.7345 1.6133 -0.6392
H 1.5127 1.0566 1.8657
H 1.6741 -1.7422 0.6353
H 2.1018 0.2998 -2.0415
H -0.9839 -1.7695 -0.2689
H -0.3313 -2.0585 -0.0658

Summary:
SMILES	C=CO[C@H]1C=C1O.[H][H]
spin multiplicity	1
E	-9404.74776	eV
gap between HOMO and LUMO	9.61	eV
HOMO	-9.000	eV
energy above the lowest of the compared OMol25 structures with the same formula, charge and spin	117.2	kcal/mol

Atomic partial charges in e from the Mulliken method, atoms 1 to 8: -0.99 0.07 -0.43 -0.31 -0.40 0.23 -0.49 0.46

=====

[2]
The following is a DFT calculation (ωB97M-V/def2-TZVPD) of a 2-piece molecular cluster, C5H8O2 overall in a non-equilibrium geometry.

Geometry (Å):
O -0.3940 -0.8892 1.6929
C -0.3590 -0.2976 0.3890
C -1.4600 0.7988 0.1273
C -1.9508 -0.1470 -0.9593
O -0.9169 -1.0878 -0.7106
H -1.3432 -0.8380 2.0962
H 0.7787 -0.1453 0.1483
H -1.1651 1.7736 -0.2409
H -1.9131 0.9993 1.0670
H -2.8784 -0.6405 -0.7990
H -2.0171 0.2864 -1.9871
C 3.4394 -0.5337 -0.0535
C 3.4135 0.6389 -0.3372
H 3.5149 -1.4027 0.5174
H 3.2513 1.4851 -0.9505

Summary:
SMILES	O[C@@H]1CCO1.C#C
spin multiplicity	1
E	-9405.47350	eV
gap between HOMO and LUMO	10.85	eV
HOMO	-9.945	eV
energy above the lowest of the compared OMol25 structures with the same formula, charge and spin	100.5	kcal/mol

Atomic partial charges in e from the Mulliken method, atoms 1 to 8: -0.51 0.86 -0.72 -0.20 -0.40 0.31 -0.30 0.24

=====

[3]
The following is a DFT calculation (ωB97M-V/def2-TZVPD) of a 2-piece molecular cluster, C5H8O2 overall.

Geometry (Å):
O -0.6520 1.5346 -0.3149
C -1.3817 0.5796 -0.3726
C -1.7649 -0.2167 0.8499
C -0.6698 -1.2461 0.7221
O 0.3865 -1.1387 1.2887
H -1.6912 0.1391 -1.3425
H -1.6373 0.3804 1.7553
H -2.7625 -0.6566 0.7643
H -0.8402 -2.0256 -0.0484
C 1.6617 0.9004 -0.8867
C 2.0761 -0.1818 -0.2432
H 1.7620 1.8923 -0.4607
H 1.2002 0.8444 -1.8677
H 1.9760 -1.1759 -0.6675
H 2.5339 -0.1235 0.7377

Summary:
SMILES	O=CCC=O.C=C
spin multiplicity	1
E	-9407.16190	eV
gap between HOMO and LUMO	9.38	eV
HOMO	-9.294	eV
energy above the lowest of the compared OMol25 structures with the same formula, charge and spin	61.6	kcal/mol

Atomic partial charges in e from the Mulliken method, atoms 1 to 8: -0.43 0.01 -0.40 0.02 -0.44 0.35 0.26 0.29

=====

[4]
The following is a DFT calculation (ωB97M-V/def2-TZVPD) of one molecule with the formula C5H8O2 in a non-equilibrium geometry.

Geometry (Å):
C -0.4459 -1.3601 0.4349
C 0.5417 -0.4165 -0.2729
O 0.9531 -0.7365 -1.5947
C -0.0697 1.2793 -0.3062
O -0.3210 1.6135 -1.6317
C -0.6433 1.9995 0.7729
C 0.5769 2.3995 0.4985
H -1.4396 -1.2528 -0.1726
H -0.4795 -0.9927 1.4523
H -0.1887 -2.4239 0.3863
H 1.5460 -0.5176 0.2574
H 0.2191 -1.0107 -2.0746
H 0.5079 1.6206 -2.1116
H -1.5962 2.2946 1.1527
H 1.2270 3.2427 0.7735

Summary:
SMILES	C[C@@H](O)C1(O)C=C1
spin multiplicity	1
E	-9405.59163	eV
gap between HOMO and LUMO	10.07	eV
HOMO	-9.071	eV
energy above the lowest of the compared OMol25 structures with the same formula, charge and spin	97.8	kcal/mol

Atomic partial charges in e from the Mulliken method, atoms 1 to 8: -1.20 0.16 -0.53 0.49 -0.57 -0.37 -0.61 0.28

=====

[5]
The following is a DFT calculation (ωB97M-V/def2-TZVPD) of a 2-piece molecular cluster, C5H8O2 overall in a non-equilibrium geometry.

Geometry (Å):
C -2.1874 0.1318 0.1798
C -1.0602 -0.8658 -0.1459
C 0.7361 -0.1085 -1.0258
C 1.1693 0.3044 0.2848
O 0.3928 0.4047 1.2258
C 2.6259 0.5336 0.6613
O 3.5805 0.1509 0.0332
H -2.1868 0.5030 1.2140
H -3.1645 -0.3603 0.0091
H -2.1729 0.9986 -0.4860
H -1.2314 -1.4098 -1.0482
H -0.8126 -1.4883 0.7232
H 1.5749 -0.3804 -1.7257
H 0.0369 0.5316 -1.5371
H 2.6994 1.0546 1.6375

Summary:
spin multiplicity	1
E	-9405.82418	eV
gap between HOMO and LUMO (alpha / beta)	8.89 / 8.89	eV
HOMO (alpha / beta)	-9.316 / -9.315	eV
energy above the lowest of the compared OMol25 structures with the same formula, charge and spin	92.4	kcal/mol

Atomic partial charges in e from the Mulliken method, atoms 1 to 8: -0.81 -0.54 -0.83 0.80 -0.54 -0.11 -0.45 0.26

=====

[6]
The following is a DFT calculation (ωB97M-V/def2-TZVPD) of a 2-piece molecular cluster, C5H8O2 overall in a non-equilibrium geometry.

Geometry (Å):
C 1.3835 -0.5597 0.3109
C 0.1462 0.3003 0.2003
C -0.0383 1.3786 1.2343
C -0.5074 0.4423 -1.1015
C -1.2491 -2.4086 -1.5577
O -2.3094 -2.6167 -1.2060
O -1.0613 -0.3959 -0.0898
H 1.3687 -1.3595 -0.4360
H 2.2771 0.0536 0.1518
H 1.4562 -1.0157 1.3046
H -1.0178 1.8450 1.0955
H -0.0020 0.9481 2.2409
H 0.7409 2.1419 1.1483
H -1.0958 1.3288 -1.3325
H -0.0915 -0.0825 -1.9631

Summary:
spin multiplicity	1
E	-9408.26810	eV
gap between HOMO and LUMO	11.30	eV
HOMO	-10.297	eV
energy above the lowest of the compared OMol25 structures with the same formula, charge and spin	36.1	kcal/mol

Atomic partial charges in e from the Mulliken method, atoms 1 to 8: -1.32 1.32 -1.34 -0.74 0.14 -0.18 -0.45 0.35

=====

[7]
The following is a DFT calculation (ωB97M-V/def2-TZVPD) of one molecule with the formula C5H8O2.

Geometry (Å):
C -0.1480 0.7546 1.9969
C -0.3986 0.5747 0.7164
C -1.3381 0.3522 -0.3990
C 0.1750 0.3199 -0.6080
O 0.8189 1.3776 -1.2527
C 0.8378 -1.0459 -0.7771
O 0.3178 -2.0083 0.1100
H -0.9346 0.7869 2.7473
H 0.8765 0.8828 2.3399
H -1.8811 -0.5868 -0.4841
H -1.8631 1.2362 -0.7561
H 0.6299 1.3174 -2.1982
H 0.6610 -1.4450 -1.7828
H 1.9227 -0.9098 -0.6461
H 0.3239 -1.6063 0.9937

Summary:
SMILES	C=C1C[C@]1(O)CO
spin multiplicity	1
E	-9407.29999	eV
gap between HOMO and LUMO	10.77	eV
HOMO	-9.956	eV
energy above the lowest of the compared OMol25 structures with the same formula, charge and spin	58.4	kcal/mol

Atomic partial charges in e from the Mulliken method, atoms 1 to 8: -0.72 -0.23 -0.50 0.78 -0.54 -0.66 -0.51 0.27

=====

[8]
The following is a DFT calculation (ωB97M-V/def2-TZVPD) of one molecule with the formula C5H8O2.

Geometry (Å):
C 0.6643 -1.4435 -0.5804
C -0.2343 -0.2462 -0.4042
O -1.3313 -0.3343 -1.3155
C -0.6821 0.0507 1.0559
C 0.1723 1.3292 1.0655
C 0.4512 1.1200 -0.4069
O 0.9140 1.7967 -1.2839
H -0.0812 -2.2435 -0.5757
H 1.2186 -1.4581 -1.5299
H 1.3677 -1.5986 0.2432
H -1.0041 -0.0736 -2.1920
H -1.7484 0.2614 1.1041
H -0.4290 -0.6697 1.8390
H -0.3520 2.2521 1.2976
H 1.0682 1.2581 1.6780

Summary:
SMILES	C[C@@]1(O)CCC1=O
spin multiplicity	1
E	-9408.74237	eV
gap between HOMO and LUMO	10.34	eV
HOMO	-9.437	eV
energy above the lowest of the compared OMol25 structures with the same formula, charge and spin	25.1	kcal/mol

Atomic partial charges in e from the Mulliken method, atoms 1 to 8: -1.47 1.58 -0.60 -1.05 -0.30 -0.15 -0.57 0.37